[1]
Entry from the Open Molecules 2025 dataset: C3H7IN2Si in the gas phase (ωB97M-V with the def2-TZVPD basis set).

XYZ file:
```
14
Properties=species:S:1:pos:R:3:forces:R:3
C 0.102484 -0.815328 1.612039 -1.030 -0.399 -2.181
C -1.203354 -1.425467 0.927150 0.858 -1.160 3.224
C 1.272799 1.326356 -1.544947 1.180 -0.515 0.849
N 1.046733 -0.370147 0.934362 1.413 0.387 -0.930
N -1.444316 -1.138756 -0.385638 1.581 0.824 -1.699
Si 1.227622 -0.424526 -0.806853 -2.523 -0.077 1.771
I 2.807670 -2.185585 -1.314983 -0.126 0.293 -0.177
H 0.074614 -0.769136 2.665439 0.231 -0.018 1.388
H -1.048399 -2.541899 1.090981 -0.343 0.971 -0.025
H -1.932362 -1.073236 1.725218 0.038 -0.385 -1.083
H 1.783022 1.935740 -0.693899 -1.503 -0.659 -1.482
H 1.904442 1.428775 -2.438626 -0.262 -0.147 0.252
H 0.209635 1.476028 -1.819372 0.671 0.624 0.529
H -1.736230 -0.164964 -0.381957 -0.187 0.261 -0.436
```
Positions in Å, forces in eV/Å.

Values from the calculation:
E_HOMO (alpha / beta) (eV): -7.965 / -7.963
ΔE to the lowest compared entry with this formula, charge and spin (kcal/mol): 72.0
Spin multiplicity: 1

Here are the Mulliken charges for atoms 1 to 6, given in e: atom 1 (C): -0.093, atom 2 (C): -0.315, atom 3 (C): -0.837, atom 4 (N): -0.377, atom 5 (N): -0.737, atom 6 (Si): 0.304

[2]
Entry from the Open Molecules 2025 dataset: C22H59F6N3O18PtS2 as an isolated structure (ωB97M-V with the def2-TZVPD basis set).

XYZ file:
```
111
Properties=species:S:1:pos:R:3:forces:R:3
Pt 13.610998 12.074949 9.794142 0.468 0.382 0.357
C 16.568249 15.232904 9.725151 -1.015 2.389 1.059
F 15.728839 15.765508 10.660382 0.063 -0.847 -0.588
F 16.629930 16.166819 8.771160 0.388 -0.523 -0.378
F 17.736653 15.122441 10.330342 0.387 -0.461 -0.395
S 15.958947 13.635705 9.101200 -1.096 0.141 -0.165
O 17.075296 13.032215 8.450924 -0.192 0.013 -0.204
O 15.582686 13.051947 10.416872 -0.665 -1.109 0.100
O 14.700157 13.855246 8.336055 1.305 -0.532 0.722
C 11.043601 16.021831 9.266412 -1.782 -2.217 1.396
F 10.233441 16.613929 10.217534 1.051 -0.752 -1.067
F 10.411488 16.147705 8.082240 0.805 0.695 0.528
F 12.237906 16.535766 9.334257 -0.023 0.606 -0.615
S 11.210005 14.048993 9.472713 -1.794 1.866 1.174
O 10.057727 13.503310 10.170348 0.525 0.549 -0.002
O 11.310007 13.635114 8.128526 0.475 -0.268 -1.884
O 12.467724 13.961457 10.250644 0.770 -0.810 0.392
C 7.064739 20.532871 7.888842 0.718 -0.512 -0.072
C 8.201142 19.782777 7.157244 -0.673 -0.491 -0.099
C 9.392740 19.442884 8.016021 0.028 -0.820 1.812
O 9.969146 20.581794 8.653037 -0.733 -0.599 -0.502
C 10.945885 20.204312 9.585563 -0.200 0.702 1.612
N 7.673404 18.586567 6.436757 0.298 0.672 0.132
H 7.475721 21.176004 8.671734 -0.053 0.099 -0.251
H 6.379658 19.829030 8.373391 0.129 -0.039 -0.134
H 6.511086 21.106040 7.154260 -0.188 0.171 0.064
H 8.647763 20.392171 6.370945 -0.419 0.418 -0.114
H 10.144983 18.932397 7.426633 0.367 -0.098 -0.507
H 9.131837 18.678781 8.814261 -0.112 0.725 -0.544
H 10.646021 19.300433 10.185962 0.357 0.632 -0.679
H 11.028654 21.048411 10.310613 -0.002 -0.597 -0.443
H 11.930291 20.100430 9.143077 0.193 -0.440 -0.208
H 8.441363 18.256515 5.878301 0.031 -0.454 -0.368
H 7.286782 17.803026 6.974985 0.244 0.832 0.156
C 9.277755 12.361668 15.195938 0.345 -0.386 -0.807
C 8.707835 12.218030 13.747483 0.378 0.712 0.876
C 7.949536 13.524378 13.576097 0.532 0.742 -2.035
O 7.329990 13.660918 12.282509 -0.825 0.282 0.207
C 6.903791 15.052308 12.081433 0.566 -1.445 -1.138
N 9.722185 11.992919 12.688774 -0.468 0.824 0.739
H 9.761000 13.354330 15.308113 -0.274 -0.608 0.059
H 9.997904 11.562009 15.456350 -0.305 0.400 -0.207
H 8.446562 12.296875 15.890496 -0.052 0.061 0.196
H 7.986820 11.419733 13.736322 -0.179 -0.638 -0.130
H 8.693984 14.336344 13.559482 -0.046 0.001 0.726
H 7.174980 13.674566 14.303941 -0.206 0.089 0.799
H 6.264638 15.062181 11.172293 0.216 -0.027 0.763
H 7.822234 15.586427 11.807659 -0.277 0.393 0.412
H 6.380162 15.449711 12.959654 0.193 -0.053 -0.221
H 10.379791 12.777195 12.770451 0.046 -0.242 -0.063
H 9.219000 12.245763 11.835829 0.412 -0.406 -0.110
C 15.637845 9.830356 12.030855 -0.250 -1.236 0.319
C 14.458660 9.082356 11.349571 1.364 0.978 1.034
C 13.944056 7.895496 12.120591 -1.486 -1.202 0.932
O 13.137085 8.238586 13.269728 -0.072 0.334 -0.415
C 11.702874 8.074581 13.164789 1.058 -0.378 1.977
N 13.373172 10.014405 11.051652 -1.780 -0.363 -1.903
H 16.286748 10.270196 11.287190 0.126 0.247 -0.144
H 16.232678 9.092660 12.625130 -0.397 0.684 -0.443
H 15.264892 10.605502 12.695048 0.000 0.039 0.119
H 14.795866 8.696278 10.402950 0.251 -0.204 -0.478
H 14.768404 7.232209 12.490393 -0.642 0.561 -0.542
H 13.240411 7.334827 11.471687 0.702 -0.158 -0.053
H 11.268555 8.867464 13.781406 -0.061 -0.194 -0.120
H 11.367358 7.093292 13.550103 0.373 0.333 0.060
H 11.309866 8.140056 12.198085 -0.310 0.381 -1.805
H 12.857725 10.289417 11.869329 0.228 0.320 0.873
H 12.654845 9.403651 10.571886 0.788 1.265 0.126
O 11.977613 11.157182 8.595969 1.592 -0.949 0.082
H 12.229047 10.980217 7.681750 -0.428 0.231 0.023
H 11.035292 11.117830 8.704925 -1.076 0.146 -0.128
C 12.972353 18.186883 12.401106 0.947 0.683 -0.289
C 13.794661 18.075061 13.679014 -0.057 -0.850 -0.408
O 15.081681 17.627540 13.255761 -0.249 0.150 -0.482
O 13.439585 19.371111 11.626543 -1.225 -1.166 0.907
H 11.898317 18.249201 12.633374 0.369 0.472 -0.278
H 13.136512 17.256661 11.842462 -0.066 0.273 -0.030
H 13.372344 17.307564 14.355834 -0.162 0.391 -0.241
H 13.860370 19.030963 14.186678 -0.068 0.276 0.103
H 15.664379 17.591269 14.002548 0.438 0.016 0.540
H 14.166010 19.109561 11.055648 0.064 -0.299 0.154
C 12.693841 12.953454 14.709166 0.641 1.404 0.906
C 13.329616 14.297834 14.314845 -0.542 -0.413 1.045
O 12.735456 14.818975 13.132175 0.681 -0.127 0.928
O 13.059973 11.940423 13.802217 -0.674 -0.516 -0.426
H 11.619513 13.162824 14.780191 0.260 -0.554 -0.225
H 13.087611 12.695796 15.712172 -0.312 0.080 -0.189
H 14.430044 14.156617 14.333852 -0.385 0.405 -0.647
H 13.073402 15.000710 15.126731 0.198 -0.195 -0.260
H 13.060267 14.232364 12.460250 -0.027 -0.212 -1.158
H 12.384737 11.248898 13.898368 0.317 0.151 -0.166
C 6.707477 10.484684 9.803161 1.043 0.197 -0.418
C 7.725874 9.793910 8.812008 -0.379 0.055 1.614
O 8.810603 10.681622 8.482669 -0.582 -0.632 -0.076
O 7.488790 11.034870 10.911335 -0.620 -0.785 -1.024
H 5.939663 9.747477 10.114494 0.525 0.363 0.087
H 6.219607 11.291686 9.247545 -0.102 -0.007 0.240
H 7.230246 9.528500 7.898497 -0.343 -0.120 -0.471
H 8.072037 8.863367 9.301536 0.214 0.426 -0.263
H 8.837521 11.240056 9.255569 0.344 0.792 0.844
H 7.112834 11.864687 11.249796 -0.121 -0.016 -0.201
C 7.518374 13.961470 8.050486 0.141 -1.099 -0.361
C 6.651695 15.090387 7.586338 0.839 0.515 -0.402
O 6.901957 16.313851 8.286956 1.529 -0.114 -0.050
O 6.974166 12.798179 7.398194 0.052 -0.111 0.314
H 7.483342 13.821865 9.136188 0.228 0.218 0.001
H 8.549953 14.095855 7.673990 -0.201 0.112 0.570
H 5.621255 14.851171 7.766996 -0.527 -0.077 -0.152
H 6.881424 15.165636 6.501759 -0.604 0.328 0.397
H 7.888341 16.462633 8.304925 -1.416 -0.258 0.045
H 7.454124 12.020404 7.726246 0.144 0.389 -0.347
```
Positions in Å, forces in eV/Å.

Values from the calculation:
E_HOMO (alpha / beta) (eV): -8.698 / -8.698
⟨S²⟩: 2.004
Spin multiplicity: 3

Here are the Mulliken charges for atoms 1 to 6, given in e: atom 1 (Pt): 2.299, atom 2 (C): 0.591, atom 3 (F): -0.205, atom 4 (F): -0.230, atom 5 (F): -0.216, atom 6 (S): 1.119

Repeat the first record exactly.
Entry from the Open Molecules 2025 dataset: C3H7IN2Si in the gas phase (ωB97M-V with the def2-TZVPD basis set).

XYZ file:
```
14
Properties=species:S:1:pos:R:3:forces:R:3
C 0.102484 -0.815328 1.612039 -1.030 -0.399 -2.181
C -1.203354 -1.425467 0.927150 0.858 -1.160 3.224
C 1.272799 1.326356 -1.544947 1.180 -0.515 0.849
N 1.046733 -0.370147 0.934362 1.413 0.387 -0.930
N -1.444316 -1.138756 -0.385638 1.581 0.824 -1.699
Si 1.227622 -0.424526 -0.806853 -2.523 -0.077 1.771
I 2.807670 -2.185585 -1.314983 -0.126 0.293 -0.177
H 0.074614 -0.769136 2.665439 0.231 -0.018 1.388
H -1.048399 -2.541899 1.090981 -0.343 0.971 -0.025
H -1.932362 -1.073236 1.725218 0.038 -0.385 -1.083
H 1.783022 1.935740 -0.693899 -1.503 -0.659 -1.482
H 1.904442 1.428775 -2.438626 -0.262 -0.147 0.252
H 0.209635 1.476028 -1.819372 0.671 0.624 0.529
H -1.736230 -0.164964 -0.381957 -0.187 0.261 -0.436
```
Positions in Å, forces in eV/Å.

Values from the calculation:
E_HOMO (alpha / beta) (eV): -7.965 / -7.963
ΔE to the lowest compared entry with this formula, charge and spin (kcal/mol): 72.0
Spin multiplicity: 1

Here are the Mulliken charges for atoms 1 to 6, given in e: atom 1 (C): -0.093, atom 2 (C): -0.315, atom 3 (C): -0.837, atom 4 (N): -0.377, atom 5 (N): -0.737, atom 6 (Si): 0.304